# C17H20N4O4S

An isolated molecule of C17H20N4O4S (ωB97M-V/def2-TZVPD, OMol25).

Calculated values
electronic energy: -42939.587 eV
SMILES: O=C(CSc1nnc(CNC(=O)c2ccccc2)o1)NC[C@H]1CCCO1
energy relative to the best compared isomer or geometry (same formula, charge and spin): 2.59 kcal per mole

Each line ends with the natural charge from an NBO analysis.
Positions of all 46 atoms, in Å:
O  1.566522  1.010020  -0.402753  -0.660
C  0.956922  1.605784  -1.268899  0.699
N  -0.348122  1.431760  -1.529326  -0.610
H  -0.794570  2.037211  -2.203561  0.403
C  -1.211423  0.694167  -0.639385  -0.253
C  -2.090462  1.662014  0.177922  0.087
C  -2.803896  0.932544  1.335997  -0.438
H  -3.884413  1.033852  1.264699  0.220
C  -2.246503  1.610456  2.593435  -0.428
H  -2.040090  0.902664  3.391237  0.218
H  -2.938079  2.369914  2.957435  0.207
C  -0.973267  2.276635  2.070464  -0.076
H  -0.683624  3.170550  2.622491  0.194
H  -0.134720  1.566583  2.062338  0.174
O  -1.291971  2.677701  0.752987  -0.530
H  -2.552337  -0.127702  1.321896  0.217
H  -2.790788  2.165688  -0.498720  0.180
H  -0.564684  0.124597  0.031971  0.234
H  -1.839071  0.006849  -1.212668  0.209
C  1.667384  2.580902  -2.204173  -0.615
H  1.374011  3.604599  -1.970772  0.256
H  2.745698  2.475601  -2.082917  0.252
S  1.228602  2.339233  -3.966412  0.299
C  1.378608  0.617008  -4.020863  0.280
N  0.927549  -0.212984  -4.906504  -0.301
N  1.201392  -1.450818  -4.442370  -0.270
C  1.802309  -1.321904  -3.309362  0.450
O  1.971071  -0.013028  -2.984890  -0.440
C  2.244413  -2.341185  -2.321854  -0.286
N  1.813097  -1.965516  -0.993751  -0.622
C  0.891965  -2.705482  -0.322864  0.660
O  0.449839  -3.750952  -0.757833  -0.618
C  0.479854  -2.157722  1.003012  -0.151
C  1.291531  -1.330206  1.773856  -0.188
C  0.857714  -0.901423  3.016266  -0.168
C  -0.380098  -1.292340  3.500698  -0.223
C  -1.192723  -2.115728  2.737694  -0.226
C  -0.761670  -2.550292  1.498363  -0.166
H  -1.370614  -3.206759  0.894807  0.238
H  -2.155869  -2.427436  3.114728  0.218
H  -0.703071  -0.967497  4.479360  0.215
H  1.494359  -0.266699  3.614943  0.210
H  2.267192  -1.031626  1.423953  0.222
H  2.014297  -1.022441  -0.684039  0.433
H  3.337843  -2.431700  -2.350507  0.217
H  1.789890  -3.304893  -2.566126  0.278

Atoms 1-3, force components in eV/Å:
O 0.2 0.0 0.5
C -0.1 0.3 -0.4
N -0.3 0.0 -0.1



# C5H10N2O

An isolated molecule of C5H10N2O (ωB97M-V/def2-TZVPD, OMol25).

Calculated values
electronic energy: -10367.042 eV
SMILES: C1=N\NCCCOC/1
energy relative to the best compared isomer or geometry (same formula, charge and spin): 190.55 kcal per mole

Each line ends with the natural charge from an NBO analysis.
Positions of all 18 atoms, in Å:
C  1.473368  -0.175692  1.179762  -0.421
C  1.733523  -0.903248  -0.333472  -0.236
C  -1.549597  0.422957  -0.913498  0.032
C  -1.822720  1.118815  0.391604  -0.182
C  -0.004911  0.176342  0.858186  -0.079
H  1.563566  -0.904891  2.008942  0.215
H  2.206470  0.647842  1.358873  0.212
H  2.751349  -0.835518  -0.658900  0.212
H  1.366216  -2.065391  -0.512473  0.178
H  0.958899  -1.272556  -2.088271  0.365
H  -2.502196  0.717895  -1.427262  0.197
H  -2.103659  2.104999  0.268366  0.222
H  -2.805823  0.837490  0.676487  0.215
H  0.011008  0.768279  -0.122978  0.189
H  -0.385394  -0.815924  0.710991  0.159
N  0.790231  -0.326216  -1.502742  -0.479
N  -0.729066  -0.416661  -1.542062  -0.284
O  -0.951263  0.921480  1.648448  -0.516

Atoms 1-3, force components in eV/Å:
C -0.2 -0.6 -1.8
C -3.5 -1.8 1.1
C -0.1 -1.5 -1.8